Molecular formula: C2H14N2Si3
Method: DFT, wB97M-V/def2-TZVPD

Positions of all 21 atoms, in Å:
Si: -2.9252 -0.3925 0.7968
N: 1.6076 0.3336 0.0819
H: 2.9673 1.7101 0.9419
H: -2.5027 -0.8987 2.1022
H: 0.6921 -2.0269 0.3843
H: -1.9595 -1.4932 -1.6323
H: -3.7189 -1.3753 0.0581
Si: -0.3233 1.0753 0.3321
H: -1.9277 0.1749 -2.2229
H: 3.5249 0.8614 -0.5044
H: -0.5211 1.3609 1.7447
C: 2.6492 1.3147 -0.0308
C: -1.4490 -0.5352 -1.5384
H: 2.3233 2.1540 -0.6483
H: 2.5663 -1.5016 1.7947
Si: 1.9587 -1.2990 0.4646
H: -0.2561 2.2317 -0.5635
H: -3.7099 0.8397 0.9716
H: 2.9242 -1.8050 -0.5282
N: -1.5096 -0.0655 -0.1646
H: -0.4106 -0.6632 -1.8397

Lowest unoccupied orbital energy ... 0.8 eV
Relative energy (zero: lowest compared OMol25 entry of this formula, charge and spin) ... 0.0 kcal/mol
Calculated total energy ... -1062.58351 Ha
Charge ... 0
Kohn-Sham gap ... 9.3575 eV
HOMO energy ... -8.6 eV